[1]
This record from OMol25 describes a molecular structure, C39H35F12N9O3P2SV. The level of theory is the ωB97M-V functional and the def2-TZVPD basis.

Calculated values
* highest occupied orbital energy (spin up / spin down): -10.30 / -10.39 eV
* ⟨S²⟩: 2.020

Structure (ORCA input):
```
! RIJCOSX wB97M-V def2-TZVPD def2/J DEFGRID3
* xyz 1 3
V -0.81390 -1.51982 -0.25931
S -0.09540 -3.20561 1.82891
P 0.89145 1.44767 1.83446
P -0.32846 -3.55378 -1.89061
F 7.38494 0.46783 0.10391
F 0.00162 -2.87980 4.40280
F -1.34295 5.31110 -3.24015
F -0.93874 -4.72770 3.76027
F -2.00321 -2.84964 3.58662
F 0.61468 6.29500 6.50689
F 0.77346 7.49391 4.71084
F -0.08033 4.02354 -4.43352
F 6.43406 -1.45549 -0.18689
F 2.55893 6.71916 5.65111
F 7.22307 -0.92122 1.75800
F -2.14195 3.47199 -4.02829
O 0.98249 -4.13091 1.71594
O -1.24023 -3.39306 0.90757
O 0.25457 -1.77432 1.74837
N -3.55781 -0.27420 2.76098
N -0.51561 1.52902 -5.93857
N -3.42645 -1.02762 -4.26179
N -1.94425 -0.40581 1.06614
N -4.94516 -2.14945 -1.19399
N -4.03778 -1.31833 0.75159
N -2.66598 -1.73916 -1.10419
N 2.28110 -1.73328 -0.91142
N -0.47600 0.22621 -1.37990
C -3.12103 -0.64966 1.54400
C -0.76299 -2.75404 -4.53195
C 1.91424 5.15821 3.30588
C 5.23977 0.14334 1.04209
C 4.72032 1.19412 0.29818
C 0.97438 -2.21844 -6.10275
C 1.19219 5.19046 4.49739
C 0.35700 2.10388 0.21266
C 0.40664 4.11923 4.87272
C -1.42030 0.48635 -3.76196
C -0.74438 0.78468 -2.57202
C 3.42906 1.63085 0.54773
C -0.93172 1.10417 -4.95230
C 1.03915 2.95826 2.84970
C -0.80590 -3.43782 3.50635
C 0.15013 1.99503 -2.39920
C -4.96274 -0.34743 3.14408
C -0.58495 3.30119 -2.25994
C 3.19785 -0.00894 2.28655
C 1.28225 6.42752 5.35299
C 0.33426 3.00311 4.04460
C -0.32132 3.25510 0.16759
C 1.53838 -3.03033 -3.91143
C 1.92936 -2.59243 -5.16678
C -0.37180 -2.31076 -5.78729
C 0.86582 -4.83655 -1.40213
C 1.83658 4.04890 2.48979
C -2.51427 -0.37169 -3.98750
C -3.83244 -1.73074 -0.54731
C 0.53460 1.30351 -1.06372
C -1.04109 4.03063 -3.49785
C 6.58568 -0.42926 0.69101
C 0.18546 -3.10051 -3.57286
C -1.81975 -4.57596 -2.12289
C 1.14076 -1.70283 -0.72283
C 2.64349 1.01693 1.52244
C -2.63833 0.38961 3.67725
C -0.82038 3.84345 -1.07070
C 4.49294 -0.44374 2.05422
H 1.27928 -1.86629 -7.07880
H 2.53361 6.00098 3.02735
H -2.15149 -4.91749 -1.14258
H -2.95845 0.18387 4.69572
H 3.02837 2.45064 -0.03728
H -5.36391 -1.35543 3.02191
H 0.94832 2.08035 -3.13829
H 5.31831 1.66215 -0.47252
H -5.84655 -1.94027 -0.79844
H -0.14289 4.14923 5.80302
H -4.90036 -2.11617 -2.20845
H 1.53604 0.87411 -1.10849
H -0.46119 3.84012 1.06935
H -1.36090 0.14402 1.68816
H -2.63556 -4.04207 -2.60463
H 3.24617 -1.94872 -1.08348
H 0.96439 -5.52200 -2.24372
H 2.98134 -2.54733 -5.41591
H 4.91440 -1.24795 2.64265
H 1.84208 -4.43883 -1.13750
H -1.63191 -0.01146 3.56489
H -4.95586 -1.47293 1.12706
H -1.82096 -2.82475 -4.32010
H -2.76579 -2.04548 -2.06065
H -1.55831 -5.43371 -2.74330
H -2.61819 1.47122 3.52056
H 2.60172 -0.49363 3.04852
H -5.57786 0.37019 2.59672
H -1.33519 4.79231 -1.00733
H -5.03683 -0.11873 4.20265
H -0.27256 2.15586 4.34094
H 2.30007 -3.33936 -3.20620
H -1.12286 -2.03076 -6.51370
H 0.48278 -5.36705 -0.53195
H 2.39770 4.03174 1.56427
*
```


[2]
This record from OMol25 describes a molecular structure, C39H35F5N6O6PS2SeV. The level of theory is the ωB97M-V functional and the def2-TZVPD basis.

Calculated values
* highest occupied orbital energy (spin up / spin down): -6.08 / -6.09 eV
* ⟨S²⟩: 2.012

Structure (ORCA input):
```
! RIJCOSX wB97M-V def2-TZVPD def2/J DEFGRID3
* xyz 0 3
Se 0.95156 -3.02422 1.79783
V -0.24086 0.38493 0.34176
S -0.02636 0.15146 3.78243
S -2.32244 1.74199 -0.58243
P -1.86325 -1.44187 -0.20602
F -0.13820 -5.39549 0.09297
F 5.27290 -5.46756 -0.00645
F 4.06185 -3.54096 1.33009
F 1.13541 -7.32054 -1.20684
F 3.84697 -7.41161 -1.26395
O -1.22644 1.08127 -1.38201
O -0.71528 -1.08473 3.60908
O -2.61543 3.08880 -0.92550
O 1.26200 -0.37750 -0.43713
O 1.19318 0.25009 4.51645
O -1.92252 1.50878 0.83927
N 0.82707 2.17591 0.63862
N -3.94999 4.00554 5.93495
N 3.46647 -0.10423 -0.10908
N 0.29201 0.67124 2.21473
N 2.60852 -0.21794 -2.26791
N 0.79003 2.93164 2.90238
C -1.71525 3.08033 5.92959
C -1.29310 -2.27916 -4.21457
C -3.02226 3.10946 5.42648
C 1.05242 3.42784 0.22064
C 3.49746 -1.21219 -2.88144
C 3.21743 -6.43054 -0.60153
C -2.69165 -4.11558 -0.00502
C -3.70032 0.70884 -0.82833
C 1.19184 4.46383 1.10369
C -0.79641 2.17378 5.43981
C 1.06412 4.14650 2.45321
C -3.21228 -5.20058 0.68645
C -0.14984 -2.95205 -1.76823
C -1.25963 -2.10449 -1.80749
C -0.20020 -3.13445 -4.17250
C 1.84468 -6.37987 -0.56452
C -4.91429 1.28830 -1.15633
C 0.37126 -3.46787 -2.94720
C -2.47907 1.28524 3.95123
C 2.44159 -0.23956 -0.91985
C -3.47320 -5.09824 2.04557
C -3.39466 2.19570 4.43647
C -2.69584 -2.82528 2.02839
C -2.42771 -2.92688 0.66646
C 3.93130 -5.44744 0.04544
C 0.65902 1.98381 1.97524
C 1.87980 -4.35217 0.80330
C 3.33188 -0.26833 1.35132
C -3.51773 -0.68382 -0.68692
C -5.86258 -0.91011 -1.24246
C 3.26730 -4.44627 0.72988
C -1.17961 1.27525 4.45103
C 1.45537 0.11678 -3.09998
C 1.20777 -5.36356 0.12177
C -6.00871 0.46312 -1.36144
C -1.82224 -1.76452 -3.03426
C 4.80052 0.28092 -0.57017
C -4.63561 -1.47649 -0.90860
C -3.21614 -3.90799 2.71472
H 1.82457 0.55902 -4.02566
H -3.39659 -6.13116 0.16311
H -3.87074 -5.94905 2.58535
H -3.59206 4.81432 6.41167
H 0.28835 -3.20535 -0.80525
H -2.76760 0.58506 3.17708
H -4.55522 -2.55284 -0.82489
H -3.40590 -3.82593 3.77766
H 1.22498 -4.13592 -2.90415
H -1.74030 -2.01246 -5.16474
H 1.39611 5.46971 0.76830
H 4.18131 -1.63325 -2.15138
H -4.98148 2.36399 -1.25799
H 2.30637 -0.13980 1.66458
H 4.07453 -0.76179 -3.68933
H -2.47101 -4.21187 -1.06093
H 1.14608 3.56997 -0.84902
H 5.49466 -0.55823 -0.51498
H -2.44928 -1.92021 2.56491
H -2.67610 -1.09990 -3.07887
H 0.20232 -3.54464 -5.09165
H 0.81859 0.83717 -2.60241
H -4.41039 2.20229 4.05418
H -6.71348 -1.55861 -1.41341
H -1.42617 3.78257 6.70551
H 2.89552 -2.02578 -3.29045
H 5.16632 1.06769 0.08691
H 3.96309 0.48501 1.82462
H -6.96995 0.89241 -1.61386
H -4.76876 4.18059 5.37958
H 0.22399 2.15500 5.80346
H 4.76467 0.66050 -1.58485
H 0.86058 -0.76519 -3.34013
H 1.18128 4.91395 3.21250
H 3.64410 -1.25737 1.65995
*
```


[3]
This record from OMol25 describes a molecular structure, C39H35F6IrN6O8S3. The level of theory is the ωB97M-V functional and the def2-TZVPD basis.

Calculated values
* highest occupied orbital energy (spin up / spin down): -9.40 / -9.38 eV
* ⟨S²⟩: 0.764

Structure (ORCA input):
```
! RIJCOSX wB97M-V def2-TZVPD def2/J DEFGRID3
* xyz 1 2
Ir 0.13398 -0.11953 -1.02809
S -1.33302 3.16597 2.38011
S 0.51758 -0.10293 3.44251
S 1.02948 2.25187 1.64021
F -3.66062 1.88957 2.47061
F 0.83188 3.63317 -0.66449
F 0.74508 4.87387 1.10631
F -2.30692 1.31277 4.04391
F 2.60448 4.02147 0.46331
F -2.05152 0.54397 2.05001
O -0.51202 2.53477 -4.10509
O 2.34768 1.93057 2.10681
O 0.40598 1.26527 0.79511
O 0.21908 -1.60103 -2.73019
O -1.89112 4.13677 3.24991
O -1.49572 1.11057 -1.63149
O 2.20718 0.13777 -1.43309
O -1.41052 3.32907 0.96451
N -1.59402 0.17687 -4.35289
N 0.39228 0.48447 5.96841
N 1.04278 -1.92523 0.07221
N 0.12818 2.72117 2.83581
N -1.68132 -1.39863 -0.28089
N 2.26268 1.28507 4.82451
C 1.83468 0.27567 9.88511
C 2.46738 0.64697 -5.11809
C -5.58862 1.16307 -1.55089
C 0.11238 0.92867 8.33851
C -1.99532 -2.10953 -3.49779
C 0.33978 1.55117 -4.46809
C 0.59108 0.83527 9.63371
C 5.17058 -2.51473 -2.38209
C -2.72832 -4.41503 -3.22889
C 0.54698 -0.78733 -5.08639
C -3.52102 0.06217 -0.90569
C -2.35202 -0.83193 -3.95319
C 2.08518 -2.56013 -0.31139
C -4.85862 2.19107 -2.15659
C -0.45552 -3.84083 -2.69759
C 1.89648 -0.59833 -5.32119
C -4.92172 0.13767 -0.92539
C -0.23612 0.26807 -4.62759
C -2.75972 1.10697 -1.53469
C 1.69678 1.72187 -4.71139
C 5.18878 -1.20283 -2.86789
C -3.00012 -3.10873 -3.52229
C -1.42592 -4.78993 -2.85179
C 0.89838 0.47187 7.28581
C 1.29178 3.78927 0.56931
C 3.09948 -2.07273 -1.19269
C -2.38282 1.63587 2.74681
C 2.15248 -0.07813 7.53271
C -2.91652 -1.06813 -0.27829
C 4.15358 -2.92483 -1.54989
C 1.10188 0.64177 4.84151
C 3.09738 -0.72243 -1.69999
C -0.69352 -2.46153 -2.97009
C 0.10448 -2.49823 0.99061
C 2.61158 -0.17753 8.83171
C 4.19268 -0.33243 -2.52919
C -3.49232 2.17257 -2.14149
C 0.02588 3.80657 -3.79259
C -1.27552 -2.63393 0.33251
H 2.52428 1.85607 5.61541
H -5.38092 3.00737 -2.63049
H 2.16168 2.68607 -4.58059
H -0.81282 4.40267 -3.43729
H 5.99298 -0.87543 -3.51029
H -2.01052 -2.96153 1.07671
H 0.09348 -1.74053 -5.30099
H 2.62328 1.54177 3.90521
H 3.56918 -0.63383 9.02211
H -2.04292 1.08827 -4.40109
H 2.25458 -3.57873 0.06521
H -1.21522 -3.39143 -0.45979
H -3.41692 -0.62943 -4.01239
H 4.19228 0.69067 -2.86579
H 0.43358 -3.48403 1.35041
H 3.51978 0.79477 -5.30439
H -0.85972 1.35207 8.13581
H 0.46278 4.28227 -4.67729
H 2.50328 -1.42283 -5.66079
H -1.20052 -5.83063 -2.67129
H 0.77288 3.72397 -3.00129
H 2.19008 0.17897 10.89991
H -2.91152 2.96157 -2.59299
H 0.53978 -4.09843 -2.36609
H 2.73688 -0.46353 6.71131
H 5.96528 -3.19253 -2.64649
H -0.01772 1.18807 10.45111
H -6.66562 1.17747 -1.57079
H -5.48792 -0.64253 -0.44029
H 4.16558 -3.93463 -1.16599
H -0.55702 0.15247 5.84291
H -3.63232 -1.73013 0.22391
H -3.50082 -5.16423 -3.30549
H -3.99092 -2.82473 -3.84569
H 0.01398 -1.82063 1.84411
*
```